Below is a structure of composition C12H30FFeO8P2, with properties calculated with the ωB97M-V functional and the def2-TZVPD basis.

Atoms and positions in Å:
Fe  0.799  0.119  1.595
F  -0.485  0.352  0.294
C  0.792  0.600  -2.578
C  1.812  0.062  -3.546
O  2.101  -1.360  -3.359
P  1.241  -2.402  -4.225
O  -0.231  -2.391  -3.924
O  1.563  -2.031  -5.709
C  0.605  -1.376  -6.570
C  1.350  -0.597  -7.653
O  2.017  -3.739  -4.008
C  1.598  -4.634  -2.954
C  2.291  -5.992  -3.129
H  0.210  1.371  -3.096
H  -0.026  -0.096  -2.378
H  1.249  1.091  -1.725
H  1.731  0.432  -4.565
H  2.798  0.335  -3.151
H  -0.188  -1.989  -6.990
H  0.142  -0.629  -5.917
H  1.881  -1.384  -8.189
H  0.691  -0.010  -8.289
H  2.021  0.150  -7.229
H  1.955  -4.191  -2.016
H  0.519  -4.725  -2.841
H  3.273  -6.046  -2.670
H  1.623  -6.663  -2.586
H  2.285  -6.215  -4.193
C  -2.602  3.518  1.098
C  -3.091  2.558  2.171
O  -2.124  2.649  3.289
P  -1.308  1.502  3.910
O  -0.574  0.638  2.909
O  -0.290  2.153  4.921
C  -0.083  3.592  4.908
C  0.704  4.023  6.147
O  -2.319  0.761  4.827
C  -2.046  0.115  6.082
C  -1.518  -1.304  5.789
H  -1.641  3.176  0.707
H  -3.210  3.316  0.211
H  -2.642  4.555  1.408
H  -3.989  2.943  2.647
H  -3.137  1.530  1.821
H  0.515  3.812  4.024
H  -0.982  4.201  4.961
H  1.403  4.813  5.867
H  0.072  4.421  6.935
H  1.369  3.227  6.485
H  -1.196  0.626  6.536
H  -2.850  0.123  6.809
H  -1.196  -1.824  6.690
H  -2.269  -1.904  5.277
H  -0.615  -1.262  5.173

## Properties
Relative energy (zero: lowest compared OMol25 entry of this formula, charge and spin) (eV): 4.161
Expectation value of S²: 8.767
Charge: +2
Spin multiplicity: 6

Atom charges from the Mulliken analysis, given in e for atoms 1 to 2: Fe 1.267; F -0.606